# 1
Computed, not measured: a structure of composition C4H5Li2O2 in a non-equilibrium geometry, with ωB97M-V/def2-TZVPD.

## Properties
<S²>: 0.777
HOMO energy (spin up / spin down) in Ha: -0.101 / -0.213
Electronic energy in eV: -8730.28592
Max |F| in eV/Å: 4.84
Energy above the lowest of the compared OMol25 structures with the same formula, charge and spin in eV: 2.171

```
! wB97M-V def2-TZVPD RIJCOSX def2/J DEFGRID3
* xyz 0 2
C 1.3762 -0.8603 -0.2257
C 0.7759 0.0739 0.7418
C -0.6793 0.0146 0.3475
C -1.0555 1.0150 -0.5396
O -2.0941 0.9506 -1.3145
O 1.8540 -1.9677 0.0544
Li 1.9291 -3.2963 1.2751
Li -3.3239 2.0894 -1.9128
H 1.3467 -0.5582 -1.2897
H 0.9961 1.1816 0.3850
H 0.9654 -0.2394 1.7774
H -1.4061 -0.4431 1.0213
H -0.6844 2.0399 -0.3203
*
```

# 2
Computed, not measured: the molecule C3H4N2O3 in a non-equilibrium geometry, with ωB97M-V/def2-TZVPD.

## Properties
SMILES: Nc1noc(O)c1O
HOMO energy in Ha: -0.303
Electronic energy in eV: -12294.15672
Max |F| in eV/Å: 5.59
Energy above the lowest of the compared OMol25 structures with the same formula, charge and spin in eV: 4.839

```
! wB97M-V def2-TZVPD RIJCOSX def2/J DEFGRID3
* xyz 0 1
C 0.4142 -0.2731 0.8528
C -0.8562 1.1586 -0.4468
C -0.2171 -0.1424 -0.4194
H 1.9444 -1.9193 0.8827
H 1.5157 -0.8201 2.4414
H -2.1253 1.0492 -2.2140
H 0.1946 -1.5467 -1.8201
N 1.2749 -1.0995 1.4709
N 0.0144 0.9141 1.5645
O -0.7673 1.6870 0.7625
O -1.7161 1.5935 -1.3861
O 0.3239 -0.6013 -1.6884
*
```

# 3
Computed, not measured: a structure of composition C20H35FN5O3Pd, with ωB97M-V/def2-TZVPD.

## Properties
<S²>: 2.041
HOMO energy (spin up / spin down) in Ha: -0.342 / -0.409
Electronic energy in eV: -41091.87511
Max |F| in eV/Å: 0.29
Energy above the lowest of the compared OMol25 structures with the same formula, charge and spin in eV: 0.098

```
! wB97M-V def2-TZVPD RIJCOSX def2/J DEFGRID3
* xyz 1 3
Pd -0.0212 -1.1381 -0.6535
C 3.5124 -0.4721 4.1383
N 3.3827 -0.4235 2.6893
C 4.6062 -0.2816 1.9130
C 2.1979 -0.4321 2.0521
O 2.0829 -0.3130 0.8397
C 0.9565 -0.5928 2.9329
O -0.1244 -0.8747 2.0836
C -1.3542 -0.9678 2.7492
C -2.4170 -1.3191 1.7072
O -2.1260 -1.3818 0.5180
N -3.6657 -1.5307 2.1512
C -4.0984 -1.3696 3.5303
C -4.7220 -1.8167 1.1879
H 4.4404 0.0212 4.4188
H 2.7020 0.0585 4.6340
H 3.5472 -1.4983 4.5124
H 4.9610 0.7508 1.9263
H 5.3760 -0.9259 2.3360
H 4.4147 -0.5737 0.8856
H 1.0985 -1.3969 3.6648
H 0.7822 0.3402 3.4863
H -1.3215 -1.7349 3.5332
H -1.6098 -0.0084 3.2177
H -3.3152 -0.9505 4.1528
H -4.9547 -0.6950 3.5637
H -4.4021 -2.3307 3.9495
H -4.2913 -2.2636 0.2975
H -5.4307 -2.5095 1.6395
H -5.2447 -0.8992 0.9103
F -4.5797 1.7956 0.5398
C -3.3893 1.5664 -0.0446
C -3.3629 0.9741 -1.2996
C -2.1463 0.7086 -1.8779
C -0.9241 1.0248 -1.2103
C 0.3380 0.7469 -1.7960
C -1.0164 1.6644 0.0626
C -2.2362 1.9315 0.6358
H -4.2932 0.7333 -1.7960
H -2.1000 0.2558 -2.8603
H 1.2296 1.1545 -1.3384
H 0.3914 0.4705 -2.8415
H -0.0996 1.9373 0.5694
H -2.3209 2.4283 1.5940
C 0.7207 -3.2097 -2.9073
N 0.1635 -4.2860 -2.1100
C -0.7761 -5.1482 -2.8133
C 0.2185 -4.2378 -0.7550
N 0.4825 -3.1246 -0.1331
N -0.0264 -5.4148 -0.0927
C -0.3127 -5.3687 1.3272
C 0.5704 -6.6651 -0.5471
H 1.0039 -3.6113 -3.8802
H 1.6055 -2.8034 -2.4235
H -0.0054 -2.4031 -3.0642
H -1.4570 -4.5340 -3.4076
H -1.3679 -5.7238 -2.1084
H -0.2566 -5.8312 -3.4880
H 0.6995 -3.2499 0.8451
H -0.9909 -4.5448 1.5452
H 0.5951 -5.2665 1.9360
H -0.7998 -6.3005 1.6120
H 0.9572 -6.5600 -1.5553
H -0.1661 -7.4696 -0.5298
H 1.4017 -6.9438 0.1076
*
```

# 4
Computed, not measured: the molecule C4H7ClN2 in a non-equilibrium geometry, with ωB97M-V/def2-TZVPD.

## Properties
SMILES: C[C@@H]1C=CN(Cl)N1
HOMO energy in Ha: -0.304
Electronic energy in eV: -19760.84497
Max |F| in eV/Å: 4.56
Energy above the lowest of the compared OMol25 structures with the same formula, charge and spin in eV: 3.888

```
! wB97M-V def2-TZVPD RIJCOSX def2/J DEFGRID3
* xyz 0 1
C -0.4164 1.3804 0.1745
C 0.7750 1.8695 0.5083
C -0.2389 -0.1114 0.5454
C -0.3442 -1.0789 -0.6759
N 0.9988 -0.0601 1.2309
N 1.7485 1.0017 1.0160
Cl 3.0789 0.7745 -0.2814
H -1.1658 1.8852 -0.4089
H 1.1576 2.8236 0.2056
H -0.9459 -0.3914 1.3145
H 0.5544 -0.7473 -1.1585
H -1.1888 -0.7002 -1.1820
H -0.4915 -2.0296 -0.2465
H 1.4446 -0.9920 1.4875
*
```

# 5
Computed, not measured: a cluster of 2 separate species, C14H31NO2S in total in a non-equilibrium geometry, with ωB97M-V/def2-TZVPD.

## Properties
HOMO energy in Ha: -0.163
Electronic energy in eV: -31435.69129
Max |F| in eV/Å: 1.02

```
! wB97M-V def2-TZVPD RIJCOSX def2/J DEFGRID3
* xyz 0 1
C -4.4723 -1.3810 1.9477
S -4.1315 -1.5324 0.1940
C -2.5167 -0.7104 -0.0159
C -2.3880 0.1584 -1.2451
C -2.7115 -0.5060 -2.5864
C -4.0968 -0.1743 -3.1343
O -4.2008 -0.4677 -4.5209
H -4.7217 -0.3390 2.1310
H -5.3267 -2.0102 2.1857
H -3.6048 -1.6750 2.5326
H -3.8800 -2.8490 0.1052
H -2.4196 -0.0937 0.8794
H -1.7124 -1.4484 0.0371
H -2.9678 1.0784 -1.1239
H -1.3188 0.4407 -1.1966
H -2.0037 -0.1341 -3.3285
H -2.5696 -1.5926 -2.5541
H -4.2961 0.8925 -3.0254
H -4.8840 -0.7122 -2.5897
H -4.4090 -1.3965 -4.6340
C 3.1683 0.7082 -1.5616
C 2.6362 -0.1543 -0.4029
C 3.7707 -0.3806 0.6073
C 4.1362 0.8484 1.4446
C 2.9443 1.7922 1.6621
C 1.5743 1.1246 1.5109
N 1.4819 0.5540 0.1797
O 0.2477 -0.0673 -0.0383
C 0.5165 2.2277 1.6147
C 1.3313 0.1303 2.6651
C 2.2568 -1.5202 -0.9680
H 2.3764 0.8540 -2.2981
H 4.0231 0.2361 -2.0597
H 3.4815 1.6903 -1.2036
H 3.4803 -1.1926 1.2786
H 4.6537 -0.7463 0.0741
H 4.5202 0.5102 2.4107
H 4.9556 1.3988 0.9764
H 3.0184 2.2520 2.6520
H 2.9909 2.6171 0.9452
H 0.6149 2.9144 0.7729
H 0.6389 2.7918 2.5454
H -0.4859 1.7987 1.5970
H 1.3868 0.6418 3.6312
H 2.0606 -0.6797 2.6762
H 0.3377 -0.3092 2.5640
H 3.1442 -1.9788 -1.4160
H 1.4887 -1.4290 -1.7329
H 1.8819 -2.1797 -0.1847
*
```

# 6
Computed, not measured: a cluster of 9 separate species, C54H135N9O18 in total in a non-equilibrium geometry, with ωB97M-V/def2-TZVPD.

## Properties
SMILES: COCCNCCOC.COCCNCCOC.COCCNCCOC.COCCNCCOC.COCCNCCOC.COCCNCCOC.COCCNCCOC.COCCNCCOC.COCCNCCOC
HOMO energy in Ha: -0.303
Electronic energy in eV: -108442.25706
Max |F| in eV/Å: 1.58
Energy above the lowest of the compared OMol25 structures with the same formula, charge and spin in eV: 0.329

```
! wB97M-V def2-TZVPD RIJCOSX def2/J DEFGRID3
* xyz 0 1
C 4.5266 9.0996 -1.3791
O 3.5879 8.4652 -2.2209
C 2.2514 8.6562 -1.8297
C 1.3566 7.6528 -2.5275
N 1.6850 6.3028 -2.1049
C 0.9245 5.2387 -2.7486
C 1.3655 4.9331 -4.1727
O 2.7707 4.9543 -4.2365
C 3.2420 5.0184 -5.5516
H 4.1699 9.1837 -0.3482
H 4.7295 10.1137 -1.7439
H 5.4507 8.5249 -1.3872
H 1.8866 9.6563 -2.1157
H 2.1348 8.5678 -0.7417
H 1.4730 7.8064 -3.6100
H 0.3504 7.8987 -2.1754
H 2.6737 6.1372 -2.2463
H -0.1505 5.3955 -2.6858
H 1.1733 4.3718 -2.1239
H 0.9470 5.6943 -4.8546
H 0.9829 3.9716 -4.5437
H 3.0252 5.9964 -6.0081
H 2.7761 4.2677 -6.2052
H 4.3211 4.8814 -5.5555
C 2.7337 0.6060 -1.8911
O 3.0236 0.8341 -0.5326
C 2.2098 1.8379 0.0494
C 0.7552 1.4524 0.1553
N 0.5935 0.3275 1.0857
C -0.7540 -0.2513 1.0703
C -0.9277 -1.3009 -0.0073
O -0.0735 -2.3930 0.2287
C 0.0425 -3.2540 -0.8719
H 2.7317 1.5364 -2.4764
H 1.7549 0.1236 -2.0089
H 3.4842 -0.0201 -2.3667
H 2.3078 2.7678 -0.5318
H 2.6253 2.0017 1.0456
H 0.3667 1.2474 -0.8499
H 0.1932 2.2860 0.5938
H 1.2349 -0.3773 0.7245
H -1.5053 0.5275 0.9349
H -0.8562 -0.7513 2.0391
H -0.6398 -0.8544 -0.9744
H -1.9917 -1.5826 -0.0292
H 0.7849 -4.0197 -0.6469
H 0.4055 -2.7319 -1.7655
H -0.9209 -3.7534 -1.0430
C 0.1938 -7.1815 2.3792
O -0.5420 -6.1452 2.9739
C -0.9878 -5.2073 2.0333
C -1.9227 -4.2342 2.7027
N -3.1085 -4.9617 3.1872
C -4.0629 -4.0097 3.7954
C -5.1543 -4.6047 4.6335
O -4.4999 -5.3086 5.6879
C -5.2978 -6.3140 6.2881
H 1.0034 -6.7824 1.7560
H -0.4590 -7.8395 1.7907
H 0.6463 -7.8019 3.1527
H -1.4703 -5.6937 1.1731
H -0.1294 -4.6477 1.6332
H -2.2308 -3.4765 1.9776
H -1.3882 -3.7537 3.5349
H -2.7558 -5.4336 4.0207
H -4.5552 -3.4735 2.9749
H -3.4576 -3.3229 4.4029
H -5.7438 -5.2983 4.0211
H -5.7841 -3.8450 5.1057
H -6.0472 -5.8521 6.9408
H -4.6362 -6.9563 6.8625
H -5.8029 -6.9029 5.5165
C 3.1871 -0.4687 3.0083
O 3.2988 -1.8617 3.2107
C 2.7609 -2.5894 2.1139
C 2.5147 -4.0014 2.5685
N 3.7930 -4.5915 2.9589
C 3.6734 -5.9082 3.5271
C 5.0245 -6.4045 4.0042
O 5.6977 -5.4800 4.8327
C 5.0759 -5.2514 6.0791
H 3.4227 -0.1379 1.9935
H 3.8911 0.0273 3.6833
H 2.1840 -0.1476 3.3024
H 3.3959 -2.5261 1.2227
H 1.8007 -2.1347 1.8410
H 2.1824 -4.5806 1.6993
H 1.7619 -4.0330 3.3672
H 4.2535 -3.9529 3.5969
H 3.2456 -6.6013 2.7995
H 3.0134 -5.9332 4.4153
H 5.7054 -6.5975 3.1707
H 4.9499 -7.3845 4.5002
H 5.7414 -4.5994 6.6377
H 4.9352 -6.1898 6.6343
H 4.0839 -4.8014 5.9752
C 3.3052 -2.8738 -3.3181
O 2.6695 -3.9810 -2.7462
C 1.8251 -4.7051 -3.6064
C 1.5699 -6.0692 -2.9766
N 1.2094 -7.0582 -3.9888
C -0.1173 -6.8540 -4.5641
C -0.2763 -7.7216 -5.7810
O -1.5009 -7.4364 -6.4013
C -1.7550 -8.2839 -7.4978
H 4.0253 -2.4592 -2.6193
H 2.6027 -2.1029 -3.6531
H 3.8480 -3.1763 -4.2284
H 2.3600 -4.8721 -4.5561
H 0.8962 -4.1724 -3.8481
H 0.7539 -5.9407 -2.2432
H 2.4646 -6.3881 -2.4483
H 1.2219 -7.9720 -3.5509
H -0.2201 -5.8089 -4.8589
H -0.9436 -7.0605 -3.8646
H -0.1470 -8.7900 -5.5473
H 0.5428 -7.5031 -6.4852
H -2.5669 -7.8507 -8.0754
H -2.0125 -9.2968 -7.1656
H -0.8761 -8.3811 -8.1499
C 2.2085 1.7097 6.3203
O 1.0948 1.2594 5.6019
C 0.4839 2.2753 4.8237
C -0.6180 1.6288 4.0316
N -1.7599 1.3303 4.9098
C -2.7358 0.4901 4.2497
C -3.6944 -0.1699 5.1997
O -3.1288 -1.2976 5.8268
C -4.0010 -1.7951 6.8029
H 2.4448 1.0285 7.1366
H 2.0320 2.7119 6.7273
H 3.1006 1.7293 5.6767
H 1.2253 2.7293 4.1482
H 0.1166 3.0819 5.4719
H -0.2147 0.7058 3.6019
H -0.8691 2.2977 3.2027
H -1.3367 0.7829 5.6573
H -2.3252 -0.3373 3.6431
H -3.3333 1.0853 3.5502
H -4.6174 -0.4513 4.6653
H -4.0477 0.5492 5.9569
H -3.5201 -2.6278 7.3190
H -4.9497 -2.1908 6.4235
H -4.1881 -1.0418 7.5793
C -3.2318 -3.1131 -3.9362
O -4.0287 -2.1587 -3.2844
C -4.5505 -1.2054 -4.1708
C -5.3067 -0.1647 -3.3638
N -4.3600 0.5253 -2.4899
C -5.0022 1.2657 -1.4031
C -5.4758 0.4163 -0.2470
O -4.3941 -0.2941 0.2767
C -4.7427 -1.1096 1.3608
H -2.4208 -2.6572 -4.5177
H -3.8316 -3.7439 -4.6068
H -2.7819 -3.7803 -3.2013
H -5.2569 -1.6797 -4.8689
H -3.7704 -0.6996 -4.7558
H -6.0766 -0.7147 -2.8015
H -5.7803 0.5607 -4.0251
H -3.8089 -0.1681 -1.9876
H -5.8494 1.8573 -1.7648
H -4.3139 2.0221 -1.0087
H -6.2929 -0.2631 -0.5475
H -5.9737 1.0639 0.4950
H -3.8290 -1.4722 1.8264
H -5.3748 -1.9630 1.0705
H -5.3658 -0.5969 2.1081
C 5.0452 1.6802 -4.9257
O 3.9060 0.8499 -4.8865
C 3.2295 0.7419 -6.1307
C 1.9276 0.0448 -5.8676
N 0.9216 0.9604 -5.3448
C -0.3106 0.2764 -4.9904
C -1.2038 1.2348 -4.2320
O -0.4925 1.7162 -3.1161
C -1.2266 2.6374 -2.3373
H 4.8117 2.6429 -5.3895
H 5.8665 1.2038 -5.4759
H 5.3578 1.8158 -3.8921
H 3.8406 0.1096 -6.7892
H 3.0532 1.7384 -6.5480
H 2.0980 -0.7355 -5.1123
H 1.5117 -0.4458 -6.7495
H 1.2669 1.4390 -4.5201
H -0.1481 -0.6077 -4.3465
H -0.8318 -0.0549 -5.8922
H -2.1129 0.7301 -3.8769
H -1.5481 2.0485 -4.8852
H -1.7194 3.4306 -2.9051
H -0.4786 3.1059 -1.6985
H -1.9152 2.0897 -1.6857
C -0.7999 11.8983 2.9254
O -0.4403 10.8345 2.0914
C -1.1926 9.6629 2.3260
C -0.5553 8.5588 1.5114
N -1.3183 7.3126 1.5932
C -0.7586 6.2847 0.7074
C 0.6564 5.8468 1.0171
O 0.7241 5.3897 2.3463
C 2.0054 4.9227 2.6672
H -1.8213 12.2483 2.7137
H -0.1262 12.7272 2.7114
H -0.7459 11.6648 3.9949
H -2.2345 9.8105 2.0178
H -1.1817 9.3860 3.3900
H 0.4938 8.4299 1.8036
H -0.5655 8.8602 0.4578
H -1.1667 6.9144 2.5190
H -0.7973 6.6290 -0.3313
H -1.4120 5.4066 0.7299
H 1.3522 6.6539 0.7559
H 0.9004 5.0153 0.3373
H 2.7514 5.7210 2.5593
H 2.2915 4.0709 2.0364
H 2.0336 4.5960 3.7062
*
```